Entry 1:
C43H122O18 | ωB97M-V/def2-TZVPD

Structure (XYZ):
```
183
Properties=species:S:1:pos:R:3:forces:R:3:mulliken_charge:R:1
C -1.260 2.678 3.751 -0.44 0.51 0.32 -0.58
C 0.240 2.345 3.606 -1.69 0.18 -0.58 -0.25
O 0.468 2.234 2.195 1.01 0.46 0.96 0.11
H -1.578 3.361 2.964 0.29 0.04 -0.26 -0.18
H -1.571 3.198 4.658 0.41 -0.12 0.40 0.58
H -1.939 1.829 3.669 0.35 -0.37 -0.06 -0.17
H 0.444 1.409 4.126 0.30 -0.06 -0.01 0.19
H 0.864 3.139 4.014 0.07 -0.06 -0.18 0.42
H -0.008 1.462 1.881 -0.57 -0.37 -0.44 -0.61
C -3.110 -1.048 5.589 -0.44 1.15 -0.98 -0.14
C -1.896 -0.557 6.313 0.63 0.05 0.05 -0.03
O -1.498 -1.551 7.164 0.56 -1.09 2.11 -0.63
H -2.875 -1.845 4.884 0.21 -0.19 0.21 -0.28
H -3.442 -0.215 4.970 -0.63 0.05 -0.15 0.12
H -3.897 -1.385 6.263 0.09 0.15 0.02 0.38
H -1.973 0.329 6.943 -0.86 0.28 -0.22 0.37
H -1.063 -0.315 5.654 -0.04 0.13 -0.67 -0.12
H -0.910 -2.164 6.716 0.16 -0.19 -0.23 0.47
C -0.133 -5.930 0.303 -0.89 -1.59 0.61 -1.44
C 0.584 -4.675 -0.038 1.06 -0.30 0.40 0.76
O 1.451 -4.866 -1.166 -1.57 0.66 -0.28 -0.64
H 0.468 -6.800 0.570 0.74 0.28 -0.03 0.41
H -0.768 -6.348 -0.477 -0.19 0.47 -0.27 0.24
H -0.764 -5.803 1.183 -0.27 0.27 -0.02 0.26
H 1.218 -4.394 0.803 0.09 0.08 0.28 0.55
H -0.148 -3.871 -0.099 0.09 0.25 -0.90 -0.41
H 2.336 -4.970 -0.810 0.48 -0.19 0.10 0.31
C 5.520 0.367 3.039 -0.43 -1.01 -0.04 -1.44
C 4.230 1.132 2.781 0.98 0.76 -1.00 0.69
O 4.572 2.251 1.934 0.60 -0.80 0.83 -0.58
H 5.276 -0.542 3.589 -0.04 0.14 0.75 0.41
H 6.299 0.935 3.548 -0.20 0.05 -0.03 0.36
H 5.932 -0.113 2.151 0.08 0.69 -0.50 0.22
H 3.791 1.464 3.723 -0.08 0.12 0.12 0.36
H 3.509 0.500 2.263 -0.13 -0.18 0.03 -0.31
H 3.788 2.684 1.587 -0.71 0.15 -0.22 0.25
C 0.028 3.611 -1.260 0.10 1.09 -0.72 1.19
C 0.296 4.654 -2.393 0.52 -0.79 0.39 -0.93
O -0.810 5.508 -2.527 -0.25 0.04 -0.22 -0.64
H -0.939 3.162 -1.489 0.08 -0.36 0.05 0.37
H -0.085 4.181 -0.338 -0.07 -0.06 0.11 -0.76
H 0.824 2.888 -1.081 -0.12 0.01 -0.35 -0.70
H 0.530 4.211 -3.361 -0.28 -0.31 0.00 0.39
H 1.144 5.304 -2.180 0.49 -0.27 0.32 0.26
H -0.675 6.076 -1.765 -0.73 0.52 0.22 0.43
C -5.225 2.966 -0.017 0.91 0.67 0.80 -1.42
C -4.041 2.210 0.691 -1.59 0.66 -0.57 2.05
C -4.501 1.536 1.987 -0.26 0.74 0.16 -1.09
O -3.600 1.219 -0.194 0.65 -0.49 -0.22 0.28
H -5.562 3.743 0.669 -0.33 0.02 0.04 0.44
H -6.075 2.365 -0.340 0.14 -0.33 0.34 0.20
H -4.878 3.499 -0.903 0.26 -0.14 -0.05 0.36
H -3.220 2.922 0.774 -0.01 -0.16 0.49 -1.13
H -3.780 0.833 2.405 0.03 -0.03 -0.22 -0.03
H -5.451 1.043 1.778 0.03 -0.46 -0.09 0.32
H -4.775 2.240 2.772 0.25 0.27 0.02 0.42
H -4.408 0.742 -0.396 0.06 -0.54 -0.54 -0.43
C -0.104 -4.756 4.191 -0.23 0.07 -0.56 -1.05
C 0.529 -3.420 4.582 0.07 -0.27 -1.29 0.37
C 0.216 -2.251 3.593 -0.90 -0.27 0.66 -0.47
O 0.215 -3.167 5.952 0.20 0.85 -0.49 -0.56
H -1.191 -4.821 4.222 -0.17 0.63 0.42 0.28
H 0.250 -5.551 4.848 0.26 -0.10 -0.18 0.52
H 0.090 -4.986 3.143 0.54 -0.20 0.03 -0.02
H 1.602 -3.503 4.414 0.34 -0.37 0.71 0.16
H 0.480 -1.266 3.978 0.03 -0.10 0.30 0.03
H -0.834 -2.231 3.301 -0.22 0.11 0.20 -0.05
H 0.752 -2.348 2.649 0.28 -0.42 0.14 0.42
H 0.537 -3.869 6.523 0.12 -0.17 -0.19 0.30
C 3.103 -2.647 -5.722 -1.12 0.40 0.91 -1.56
C 2.207 -1.694 -4.876 0.91 -0.79 1.86 0.67
C 2.699 -1.459 -3.424 -0.24 -0.82 -0.06 -0.47
O 2.156 -0.429 -5.390 -0.42 1.95 -2.01 -0.55
H 3.328 -3.560 -5.170 0.07 0.00 0.05 0.34
H 4.028 -2.125 -5.969 -0.02 -0.12 -0.23 0.33
H 2.501 -2.930 -6.585 0.47 0.09 -0.31 0.41
H 1.177 -2.049 -4.851 0.00 -0.20 -0.02 -0.04
H 2.463 -2.331 -2.813 0.42 -0.08 0.28 0.05
H 2.249 -0.584 -2.955 -0.61 -0.07 -0.25 0.08
H 3.755 -1.191 -3.412 0.36 -0.51 -0.07 0.38
H 3.011 -0.014 -5.251 0.12 0.17 -0.09 0.38
C 2.803 5.264 2.414 1.08 0.02 0.07 -1.47
C 2.511 4.978 0.933 1.18 -0.86 1.47 2.20
C 3.616 5.503 -0.072 -1.69 -0.69 0.70 -1.17
O 2.402 3.540 0.826 0.73 0.73 -1.06 1.15
H 3.465 6.125 2.506 -0.49 0.48 0.25 0.49
H 3.397 4.476 2.876 0.02 -0.31 -0.23 0.16
H 1.891 5.334 3.008 0.00 0.37 -0.03 0.20
H 1.497 5.369 0.847 0.15 0.49 -1.26 -0.75
H 3.090 5.442 -1.024 0.48 0.61 -0.31 0.16
H 4.519 4.898 -0.161 -0.28 -0.53 0.44 0.10
H 3.985 6.486 0.221 -0.51 0.21 -0.31 0.46
H 1.612 3.266 1.297 -0.54 -0.50 0.29 -0.51
C -1.139 -3.486 -3.320 -0.65 0.51 0.27 -0.50
C -1.747 -4.816 -2.855 0.62 1.54 -2.21 0.97
C -3.002 -5.004 -3.722 0.08 -0.26 1.16 -1.43
O -0.752 -5.746 -3.249 -0.35 -1.19 0.49 -0.66
H -0.195 -3.271 -2.819 -0.03 0.15 0.10 -0.08
H -1.868 -2.683 -3.215 0.11 0.34 0.38 0.07
H -0.965 -3.543 -4.395 0.22 -0.26 0.00 0.40
H -1.896 -4.832 -1.775 -0.48 -0.09 -0.03 0.00
H -2.805 -4.788 -4.772 0.29 -0.40 0.01 0.40
H -3.751 -4.271 -3.423 -0.11 -0.14 0.22 0.06
H -3.371 -6.016 -3.556 -0.26 0.03 -0.35 0.43
H -0.127 -5.721 -2.521 0.69 -0.20 -0.10 0.27
C 5.611 -3.399 0.490 0.31 0.60 0.23 -1.52
C 4.524 -3.757 -0.540 1.59 1.38 -0.64 1.36
C 5.046 -3.988 -2.007 -0.69 0.07 0.98 -1.30
O 3.870 -4.902 -0.052 -0.41 -0.29 -0.11 -0.50
H 6.006 -2.388 0.394 0.13 0.03 -0.62 0.30
H 6.462 -4.078 0.543 0.03 -0.22 -0.41 0.39
H 5.234 -3.361 1.513 -0.58 -0.33 -0.06 0.42
H 3.860 -2.893 -0.567 -0.59 -0.37 0.12 -0.40
H 5.465 -3.111 -2.500 0.61 0.05 0.59 0.34
H 4.231 -4.207 -2.697 -0.32 -0.48 0.36 0.28
H 5.721 -4.841 -1.944 0.30 0.12 -0.46 0.40
H 4.543 -5.586 -0.079 -0.11 -0.45 0.12 0.30
C -0.851 1.069 -4.314 -0.56 -0.72 -0.49 0.10
C -2.155 0.796 -5.106 0.20 1.05 0.34 0.26
C -3.431 0.707 -4.242 0.11 -0.94 -0.12 -1.00
O -2.404 1.887 -6.008 -0.35 0.10 0.00 -0.61
H 0.044 1.120 -4.936 -0.23 0.33 -0.44 0.43
H -0.622 0.198 -3.700 -0.24 0.26 0.40 -0.46
H -0.975 1.995 -3.754 0.14 -0.15 0.23 -0.03
H -2.065 -0.116 -5.696 0.06 -0.26 0.13 0.31
H -3.784 1.614 -3.752 0.44 0.29 -0.28 0.35
H -3.352 -0.053 -3.465 0.42 -0.06 0.17 0.02
H -4.234 0.315 -4.867 -0.14 0.29 -0.22 0.43
H -1.828 1.849 -6.775 0.21 -0.17 0.11 0.33
C -2.728 5.754 0.407 -0.96 0.90 0.19 -0.62
C -1.764 6.800 0.907 0.45 -0.65 0.00 0.20
C -1.181 6.482 2.247 -0.78 -0.51 1.59 -1.09
O -0.712 6.744 -0.007 1.73 0.62 -0.99 -0.54
H -2.962 6.009 -0.627 -0.31 -0.06 0.04 0.41
H -3.605 5.856 1.047 -0.37 -0.44 -0.25 0.51
H -2.367 4.726 0.391 0.39 0.26 0.35 -0.43
H -2.106 7.834 0.844 -0.95 -0.10 0.31 0.41
H -0.811 5.457 2.244 0.35 0.03 -0.13 -0.09
H -1.948 6.480 3.022 -0.35 0.00 0.04 0.46
H -0.438 7.159 2.669 0.29 0.15 -0.58 0.46
H -0.169 7.485 0.270 0.70 -0.02 -0.48 0.26
C -5.400 -2.780 1.350 -1.58 0.64 1.22 -1.24
C -3.965 -3.055 1.128 0.47 -0.55 -1.23 2.37
C -3.308 -3.903 2.155 1.01 0.37 1.34 -1.10
O -3.788 -3.804 -0.069 0.17 0.05 -0.13 -0.52
H -5.850 -2.077 0.649 0.10 -0.62 -0.72 0.03
H -5.592 -2.203 2.254 0.46 -0.12 0.61 0.37
H -5.978 -3.695 1.481 -0.11 -0.01 -0.44 0.37
H -3.471 -2.091 1.007 0.49 0.20 0.27 -1.01
H -2.246 -4.004 1.934 0.06 -0.01 -0.30 -0.13
H -3.690 -4.918 2.262 -0.41 0.18 -0.15 0.44
H -3.318 -3.383 3.113 -0.26 -0.18 0.30 0.20
H -4.096 -3.249 -0.789 -0.19 -0.19 -0.59 0.24
C -1.225 -0.418 -1.228 0.71 0.54 0.94 0.21
C -0.458 -0.455 0.126 0.33 -1.40 -1.91 2.08
C 1.022 -0.033 0.051 -0.81 -0.60 0.64 -1.11
O -1.169 0.302 1.069 0.38 0.36 0.75 1.09
H -1.209 0.625 -1.546 -0.12 -0.01 -0.28 -0.18
H -2.266 -0.691 -1.054 0.02 -0.20 -0.12 -0.60
H -0.794 -1.047 -2.006 0.07 -0.01 0.28 0.05
H -0.464 -1.498 0.441 -0.02 -0.26 0.31 -0.68
H 1.358 -0.048 1.088 0.15 0.82 0.16 0.52
H 1.128 0.923 -0.462 0.34 -0.05 0.25 -0.61
H 1.673 -0.814 -0.342 -0.32 0.00 -0.78 0.07
H -1.994 0.566 0.654 -0.58 0.28 -0.14 -1.02
C 3.958 2.769 -2.530 -0.16 -1.12 0.27 -0.40
C 5.360 2.346 -2.068 0.29 0.86 0.03 0.64
C 5.487 1.044 -1.318 -0.80 -0.38 0.53 -0.35
O 6.259 2.237 -3.175 0.03 0.01 -0.22 -0.60
H 3.240 2.881 -1.718 0.21 -0.14 0.40 -0.19
H 3.600 1.932 -3.130 -0.30 0.21 -0.44 0.01
H 3.896 3.714 -3.071 0.46 -0.12 -0.25 0.41
H 5.687 3.125 -1.380 0.46 0.20 0.04 0.01
H 6.510 0.677 -1.230 0.11 0.40 -0.19 0.45
H 4.908 0.235 -1.763 -0.14 -0.02 -0.22 -0.25
H 5.112 1.197 -0.306 -0.09 -0.09 0.11 0.00
H 6.519 3.107 -3.487 -0.15 0.11 0.00 0.34
O -5.939 -0.199 -0.989 -0.08 0.22 0.11 -0.68
H -6.449 -0.345 -1.786 -0.26 0.38 -0.44 0.27
H -6.588 -0.206 -0.285 -0.22 -0.03 0.39 0.21
O -4.964 -2.377 -2.171 0.32 -0.30 -0.47 -0.48
H -5.748 -2.578 -2.682 -0.10 -0.35 -0.20 0.20
H -5.212 -1.621 -1.639 0.13 0.27 0.41 0.34
```
Positions in Å, forces in eV/Å.

Computed properties:
**HOMO level**: -9.19 eV
**Maximum force**: 0.0551 hartree/bohr
**HOMO-LUMO gap**: 8.83 eV
**LUMO**: -0.0134 Eh
**Spin multiplicity**: 1

Entry 2:
C43H24N9Sr | ωB97M-V/def2-TZVPD

Structure (XYZ):
```
77
Properties=species:S:1:pos:R:3:forces:R:3:mulliken_charge:R:1
Sr -0.374 -0.069 0.387 -1.23 0.14 0.75 3.04
C 1.672 -6.449 2.215 -0.03 -0.07 -0.05 -0.59
C 1.059 -6.822 1.011 0.03 0.00 0.05 -0.58
C 0.593 -5.868 0.120 0.04 0.06 0.07 -0.22
C 0.742 -4.535 0.472 -0.18 -0.08 -0.31 0.44
C 0.385 -3.282 -0.226 0.13 0.04 0.06 -0.52
N 0.721 -2.250 0.566 0.30 0.26 -0.17 -0.05
C 1.357 -2.685 1.687 0.05 -0.02 -0.17 -0.34
N 2.006 -1.970 2.587 0.05 0.11 0.03 -0.56
C 2.233 -0.642 2.542 0.00 -0.02 -0.22 -0.61
C 3.272 0.013 3.338 0.02 -0.27 0.20 0.13
C 4.134 -0.458 4.327 -0.07 0.06 -0.08 -0.07
C 5.043 0.432 4.867 0.02 0.10 -0.02 -0.58
C 5.108 1.763 4.418 0.04 -0.10 0.08 -0.56
C 4.269 2.225 3.422 -0.07 -0.09 -0.03 -0.24
C 3.340 1.333 2.890 0.03 0.30 -0.01 0.32
C 2.346 1.458 1.823 -0.06 -0.04 -0.15 -0.56
N 2.234 2.543 1.047 0.01 -0.10 0.06 -0.49
C 1.597 2.616 -0.118 -0.03 -0.06 -0.10 -0.46
N 0.911 1.635 -0.754 0.29 -0.29 -0.17 -0.10
C 0.566 2.014 -1.999 0.16 -0.02 0.14 -0.49
N 0.009 1.267 -2.967 -0.01 -0.08 -0.02 -0.57
C -0.219 -0.039 -2.906 0.12 0.06 0.02 -0.42
N 0.006 -0.877 -1.863 0.35 0.03 0.07 -0.31
C -0.272 -2.147 -2.197 0.08 0.02 0.02 -0.36
N -0.114 -3.254 -1.463 -0.03 0.12 -0.02 -0.54
C -0.753 -2.162 -3.592 -0.03 -0.33 0.09 0.33
C -1.171 -3.199 -4.412 0.02 0.11 0.01 -0.18
C -1.565 -2.877 -5.702 0.00 0.08 -0.03 -0.61
C -1.533 -1.552 -6.155 -0.03 -0.15 -0.01 -0.59
C -1.109 -0.520 -5.331 0.02 0.00 0.07 -0.06
C -0.722 -0.843 -4.038 -0.01 0.19 -0.06 0.16
C 0.988 3.410 -2.185 -0.16 -0.11 -0.30 0.23
C 0.870 4.292 -3.253 0.03 -0.01 0.09 -0.12
C 1.405 5.560 -3.103 0.03 0.03 0.04 -0.57
C 2.059 5.937 -1.920 -0.03 0.01 -0.05 -0.57
C 2.189 5.052 -0.863 -0.04 -0.06 -0.07 -0.25
C 1.638 3.785 -1.008 0.16 0.10 0.31 0.28
N 1.692 0.273 1.713 0.14 -0.17 -0.33 -0.07
C 1.348 -4.163 1.668 0.12 0.09 0.26 0.00
C 1.832 -5.114 2.555 -0.04 0.06 -0.09 -0.05
H 2.025 -7.222 2.887 0.01 0.01 0.00 0.38
H 0.950 -7.874 0.777 0.01 0.00 0.01 0.40
H 0.126 -6.138 -0.818 0.01 -0.01 0.01 0.54
H 4.083 -1.489 4.650 0.00 0.01 0.01 0.52
H 5.722 0.100 5.643 0.01 0.02 0.00 0.38
H 5.835 2.433 4.861 0.00 0.00 0.00 0.39
H 4.325 3.243 3.058 -0.01 -0.01 0.00 0.53
H -1.186 -4.216 -4.041 -0.01 0.00 -0.02 0.55
H -1.905 -3.659 -6.370 0.00 0.02 -0.01 0.38
H -1.848 -1.338 -7.169 0.00 0.03 0.01 0.38
H -1.081 0.505 -5.676 0.00 0.00 0.01 0.55
H 0.372 3.989 -4.165 0.00 0.00 0.01 0.54
H 1.320 6.276 -3.912 0.01 0.01 0.01 0.38
H 2.468 6.937 -1.836 0.00 0.00 -0.01 0.39
H 2.700 5.325 0.052 0.00 0.01 -0.01 0.53
H 2.314 -4.809 3.475 -0.01 -0.03 0.01 0.53
C -2.167 4.104 2.255 0.04 -0.01 0.00 -1.00
C -3.537 4.042 2.053 -0.01 0.04 0.02 -0.34
C -4.099 2.876 1.578 -0.03 -0.01 -0.03 -0.74
C -3.299 1.758 1.302 0.01 -0.34 -0.17 0.13
N -1.967 1.843 1.479 -0.14 0.05 0.10 0.14
C -1.435 2.976 1.946 0.09 -0.18 -0.11 -0.09
C -3.875 0.459 0.779 0.21 0.53 0.24 1.25
C -5.267 0.305 0.825 -0.02 -0.19 -0.08 -0.93
C -5.861 -0.841 0.322 0.02 0.04 0.03 -0.57
C -5.052 -1.828 -0.228 0.03 0.03 0.02 -0.92
C -3.673 -1.657 -0.241 0.09 -0.08 -0.01 -0.39
C -3.002 -0.526 0.265 -0.44 0.01 -0.05 -0.22
H -1.668 4.991 2.619 -0.04 0.02 0.01 0.42
H -4.164 4.903 2.255 0.00 -0.01 0.00 0.40
H -5.161 2.834 1.396 -0.01 0.03 0.01 0.23
H -0.354 2.975 2.064 -0.01 0.02 0.00 0.33
H -5.910 1.059 1.262 -0.01 0.01 0.02 0.19
H -6.937 -0.962 0.363 0.00 0.00 0.00 0.35
H -5.494 -2.731 -0.636 -0.02 0.01 0.00 0.37
H -3.091 -2.472 -0.674 0.03 0.05 0.02 0.34
```
Positions in Å, forces in eV/Å.

Computed properties:
**HOMO level (spin up / spin down)**: -3.75 / -3.70 eV
**Maximum force**: 0.0282 hartree/bohr
**ΔE to the lowest compared entry with this formula, charge and spin**: 15.12 kcal/mol
**Net charge**: -1
**HOMO-LUMO gap (spin up / spin down)**: 5.01 / 4.96 eV
**LUMO (spin up / spin down)**: 0.0465 / 0.0463 Eh
**Spin multiplicity**: 1